Record 1
Formula: C55H67BrGe2HfNO4SbSe
Source: the OMol25 dataset
Level of theory: ωB97M-V/def2-TZVPD

## Properties
Lowest unoccupied orbital energy (spin up / spin down) ... -0.125 / -0.203 Eh
Frontier orbital gap (spin up / spin down) ... 6.448 / 4.316 eV
Total charge ... +1
Energy above the lowest of the compared OMol25 structures with the same formula, charge and spin ... 3.242 eV
Highest occupied orbital energy (spin up / spin down) ... -9.84 / -9.84 eV
2S+1 ... 2

XYZ file:
```
133
Properties=species:S:1:pos:R:3:lowdin_spin:R:1
Hf -0.18947 0.09435 -0.87654 0.21
C 0.93274 2.49483 -1.50469 0.01
C 0.00178 2.76824 -0.41596 0.01
C 0.49008 2.05324 0.70912 0.00
C 1.57129 1.24184 0.29937 0.00
C 1.94759 1.56757 -1.03481 0.01
C 3.29690 1.33012 -1.74933 0.00
C 4.40428 2.18159 -1.07656 0.00
C 3.69668 -0.11858 -1.68801 0.00
C 3.11183 1.83212 -3.18822 0.00
C 0.09804 2.22196 2.18817 0.00
C -1.40003 2.42756 2.54026 0.00
C 0.93120 3.41705 2.68625 0.00
C 0.62907 0.97174 3.05225 0.00
C -1.18051 3.77805 -0.62655 0.00
C -2.45913 3.02040 -0.32868 0.01
C -1.17836 4.33878 -2.06940 0.00
C -1.12466 5.05767 0.28487 0.00
H 0.81350 2.72037 -2.52011 0.00
H 2.20746 0.68043 1.00237 0.00
H 4.68563 1.66200 -0.16099 0.00
H 4.14766 3.21751 -0.84427 0.00
H 5.32436 2.25119 -1.69926 0.00
H 3.65424 -0.45796 -0.65499 0.00
H 4.73459 -0.19881 -2.07480 0.00
H 3.09949 -0.69951 -2.38070 0.00
H 2.84661 2.89159 -3.20962 0.00
H 2.33146 1.27330 -3.75530 0.00
H 4.06889 1.74674 -3.73670 0.00
H -1.67839 3.47262 2.45906 0.00
H -1.51761 2.26972 3.61159 0.00
H -2.09042 1.67892 2.13633 0.00
H 0.70594 4.28294 2.13815 0.00
H 2.01170 3.18877 2.54492 0.00
H 0.79029 3.63371 3.72890 0.00
H -0.05378 0.13735 2.85844 0.00
H 0.59777 1.17317 4.11587 0.00
H 1.68017 0.84923 2.83266 0.00
H -3.18339 3.00226 -1.15767 0.00
H -3.04329 3.52592 0.47877 0.00
H -2.26522 1.99586 -0.02863 0.01
H -1.35230 3.58285 -2.86204 0.00
H -0.19020 4.81829 -2.20098 0.00
H -1.96766 5.09052 -2.14347 0.00
H -1.09351 4.77669 1.34478 0.00
H -2.06468 5.57452 0.06536 0.00
H -0.26541 5.68624 -0.00940 0.00
O -1.02413 -1.89377 -1.03859 0.02
Se -1.65435 -2.10384 0.46789 0.01
O -3.22795 -1.96045 0.42024 0.00
O -0.94608 -0.52603 0.97156 0.00
O -0.97776 -3.28351 1.32568 0.00
C 4.17498 -6.11064 2.14173 0.00
C 4.96408 -5.02790 2.37416 0.00
C 4.39354 -3.85132 2.79660 0.00
C 3.05352 -3.74109 3.07202 0.00
C 2.24319 -4.86707 2.85665 0.00
C 2.79155 -6.03924 2.43053 0.00
Sb 1.93406 -1.93796 3.33677 0.00
C 1.27100 -2.32277 5.36165 0.00
C 1.99132 -3.30339 6.08696 0.00
C 1.50934 -3.86307 7.26573 0.00
C 0.31029 -3.37544 7.74041 0.00
C -0.36323 -2.35820 7.10830 0.00
C 0.11905 -1.85815 5.91782 0.00
C 3.46233 -0.45130 3.88254 0.00
C 3.52431 -0.03519 5.26887 0.00
C 4.37744 0.97771 5.68185 0.00
C 5.11600 1.63095 4.74090 0.00
C 5.10185 1.19770 3.38046 0.00
C 4.27986 0.17068 2.95745 0.00
H 4.54909 -7.00984 1.70715 0.00
H 6.05653 -5.03673 2.15738 0.00
H 5.07889 -2.96515 2.95461 0.00
H 1.22932 -4.84537 3.05255 0.00
H 2.16695 -6.87981 2.24442 0.00
H 2.98523 -3.61916 5.71851 0.00
H 2.07831 -4.61240 7.79906 0.00
H -0.04776 -3.72337 8.68350 0.00
H -1.23682 -1.92927 7.49215 0.00
H -0.51466 -1.10502 5.41041 0.00
H 2.80477 -0.62011 5.85116 0.00
H 4.49293 1.20137 6.71827 0.00
H 5.82469 2.45252 5.00857 0.00
H 5.78761 1.72059 2.72537 0.00
H 4.43262 -0.17766 1.95464 0.00
Br 1.94043 -2.74205 -0.46386 0.00
C 1.53477 -2.42217 -2.22789 0.00
C 1.82248 -3.33071 -3.20186 0.00
C 1.74790 -2.96945 -4.54686 0.00
C 1.20156 -1.75235 -4.89579 0.00
C 0.70646 -0.96503 -3.86829 0.01
N 0.92188 -1.24836 -2.59929 0.00
H 2.24997 -4.24609 -2.88008 0.00
H 2.14272 -3.69834 -5.30083 0.00
H 1.14353 -1.40422 -5.92554 0.00
H 0.29246 0.00950 -4.13857 0.00
C -4.29634 0.63535 1.17531 0.00
Ge -4.78370 0.31591 -0.70826 0.09
C -5.91736 -1.36785 -0.93030 0.03
C -6.12906 1.66948 -1.13214 0.03
Ge -2.98480 0.27249 -2.54326 0.33
C -3.24051 1.58504 -3.99508 0.04
C -4.39798 2.24066 -4.28504 0.01
C -4.46778 3.17538 -5.32091 0.00
C -3.38731 3.38144 -6.19255 0.01
C -2.22604 2.66294 -5.93464 0.00
C -2.15610 1.78449 -4.87387 0.01
C -2.99797 -1.43504 -3.61512 0.04
C -3.19467 -2.67612 -3.01265 0.02
C -3.21634 -3.83787 -3.76518 0.00
C -2.97742 -3.81852 -5.10349 0.02
C -2.69337 -2.62862 -5.69393 0.00
C -2.78740 -1.42332 -5.00059 0.02
H -4.48249 1.67035 1.37534 0.00
H -3.25509 0.44705 1.37242 0.00
H -5.00972 0.10267 1.79943 0.00
H -6.95445 -0.98257 -0.92745 0.00
H -5.85713 -2.04600 -0.09365 0.00
H -5.71666 -1.88067 -1.83734 0.00
H -6.75434 1.48061 -2.00762 0.00
H -5.88495 2.76429 -1.18205 0.00
H -6.75475 1.58981 -0.24017 0.01
H -5.26368 2.12215 -3.59372 0.00
H -5.40382 3.68214 -5.44160 0.00
H -3.46121 4.05008 -7.05774 0.00
H -1.38092 2.74613 -6.55085 0.00
H -1.22428 1.17205 -4.73207 0.00
H -3.32596 -2.71148 -1.91843 0.00
H -3.43715 -4.75266 -3.20360 0.00
H -3.05657 -4.71680 -5.68235 0.00
H -2.53940 -2.50239 -6.76452 0.00
H -2.71253 -0.42354 -5.43922 0.00
```

Record 2
Formula: C55H69IrN4O3SSi2
Source: the OMol25 dataset
Level of theory: ωB97M-V/def2-TZVPD

## Properties
Lowest unoccupied orbital energy ... -0.001 Eh
Frontier orbital gap ... 7.414 eV
Energy above the lowest of the compared OMol25 structures with the same formula, charge and spin ... 0.000 eV
Highest occupied orbital energy ... -7.45 eV
2S+1 ... 1

XYZ file:
```
135
Properties=species:S:1:pos:R:3:mulliken_charge:R:1
Ir 0.85290 -0.72653 -0.22048 4.06
C 0.99865 3.13846 2.90199 -2.06
C 1.32148 1.65706 2.71443 3.35
C 2.67145 1.44499 3.42742 -1.69
C 0.26231 0.70674 3.27753 0.02
C -0.67977 1.21039 4.16565 0.01
C -1.52006 0.36776 4.87457 -1.66
C -1.33557 -0.99498 4.77587 0.36
C -0.39889 -1.55194 3.90419 0.69
C -0.09933 -3.02756 4.07742 1.47
C -1.34259 -3.88482 4.33405 -2.08
C 0.83116 -3.20908 5.28978 -1.68
C 0.30299 -0.69693 3.03873 -1.50
N 1.12808 -1.12091 1.92859 0.80
C 2.38689 -1.49384 2.23324 -1.11
O 2.81180 -1.96322 3.28407 -0.73
C 3.38936 -1.01244 1.22183 0.65
C 4.75652 -1.14229 1.38635 -0.57
C 5.59458 -0.57788 0.43349 -1.36
C 5.04161 0.05337 -0.67204 -0.64
C 3.66006 0.14577 -0.76156 -0.53
N 2.88123 -0.32667 0.20353 1.43
C 2.95838 0.83014 -1.90280 -0.80
O 3.65053 1.29171 -2.80978 -0.81
N 1.64481 0.97607 -1.66893 0.90
C 1.08028 2.13895 -2.30196 -1.23
C 1.48589 3.39867 -1.79801 1.23
C 0.90016 4.55215 -2.31406 -0.63
C -0.05991 4.49983 -3.30710 -1.37
C -0.38315 3.27168 -3.85336 -0.18
C 0.20419 2.09568 -3.39489 1.06
C 0.03265 0.82791 -4.19336 2.56
C 1.27021 0.67889 -5.09282 -1.35
C -1.22079 0.78456 -5.06521 -2.26
C 2.61281 3.58046 -0.77946 2.44
C 3.94918 3.87294 -1.48335 -1.88
C 2.38319 4.73430 0.20046 -2.13
H 1.83214 3.73032 2.51998 0.29
H 0.89994 3.38421 3.96052 0.66
H 0.09090 3.45676 2.38866 0.25
H 1.44488 1.45340 1.64420 -2.12
H 2.62329 1.89644 4.42112 0.51
H 3.47077 1.94356 2.87331 0.28
H 2.94411 0.41200 3.57162 0.29
H -0.74507 2.27647 4.32696 0.66
H -2.26016 0.77333 5.55297 0.48
H -1.90831 -1.65025 5.41703 0.36
H 0.41990 -3.37747 3.18829 -0.64
H -1.72305 -3.72084 5.34295 0.54
H -1.07902 -4.94120 4.26810 0.47
H -2.15497 -3.68521 3.63286 0.25
H 0.34451 -2.81124 6.18366 0.32
H 1.77739 -2.70268 5.14573 0.33
H 1.02283 -4.27173 5.45410 0.49
H 5.11811 -1.67228 2.25580 0.67
H 6.66896 -0.65677 0.53636 0.50
H 5.63159 0.47630 -1.47221 0.66
H 1.21005 5.51597 -1.93759 0.39
H -0.51449 5.40735 -3.68294 0.44
H -1.06887 3.23441 -4.68718 0.42
H 0.00288 0.00259 -3.48780 -2.31
H 1.28088 1.49396 -5.82070 0.38
H 1.25157 -0.26223 -5.64249 0.46
H 2.19493 0.73665 -4.52236 0.14
H -1.12374 1.45406 -5.92126 0.69
H -2.12436 1.06186 -4.51790 0.28
H -1.36261 -0.22225 -5.46447 0.26
H 2.70204 2.65373 -0.20464 -1.32
H 3.87353 4.82780 -2.00959 0.40
H 4.22267 3.11189 -2.20406 0.34
H 4.74636 3.96298 -0.74156 0.44
H 2.49028 5.69785 -0.29886 0.56
H 3.14373 4.70656 0.98008 0.46
H 1.40437 4.70013 0.67425 0.29
C -3.23207 -4.13843 -0.41635 -1.41
Si -1.72275 -3.32336 0.36046 -0.41
C -2.49968 -2.07585 1.49321 0.51
C -0.91351 -4.76673 1.24890 -1.41
C -0.46453 -2.51618 -0.82033 1.51
C 0.77625 -3.26509 -0.94358 -1.05
C 0.97662 -4.63039 -1.18885 0.00
C 2.25515 -5.10048 -1.35224 -1.21
C 3.32595 -4.20738 -1.28239 -1.68
C 3.06875 -2.88087 -1.04242 -0.13
N 1.81618 -2.42111 -0.87748 1.03
Si -1.04431 -2.39319 -2.62490 -0.14
C -1.87144 -3.92540 -3.35516 -1.27
C 0.50026 -2.34121 -3.69073 -0.91
C -2.28409 -1.02005 -2.74639 -0.08
H -3.84325 -4.51322 0.41010 0.43
H -2.98030 -4.98845 -1.04760 0.36
H -3.85124 -3.45226 -0.99438 0.33
H -3.09913 -2.56327 2.26634 0.58
H -3.17828 -1.46370 0.89730 -0.54
H -1.77502 -1.43643 1.98728 -0.31
H 0.10145 -4.56987 1.58690 0.44
H -0.87897 -5.63509 0.59108 0.57
H -1.51672 -5.05025 2.11174 0.45
H 0.12218 -5.28442 -1.26507 0.50
H 2.43129 -6.15041 -1.54693 0.49
H 4.34460 -4.53372 -1.42852 0.52
H 3.86969 -2.16469 -1.03061 0.57
H -1.31746 -4.84449 -3.15220 0.29
H -1.86323 -3.78511 -4.44063 0.41
H -2.90222 -4.07216 -3.05325 0.38
H 0.87068 -3.36771 -3.76489 0.50
H 1.30495 -1.72359 -3.29603 0.03
H 0.27732 -2.00532 -4.70242 0.50
H -1.83600 -0.08321 -2.42130 -0.98
H -3.11782 -1.24673 -2.07614 0.33
H -2.68974 -0.89509 -3.75119 0.82
O -0.72713 0.72391 -0.11105 -0.16
S -1.82622 1.01271 0.91219 0.47
C -1.90712 2.76846 1.19349 0.43
C -1.50320 3.67189 0.22428 0.63
C -1.71493 5.02264 0.45422 -0.68
C -2.30853 5.44873 1.63549 -0.86
C -2.70121 4.52840 2.59688 -0.93
C -2.50213 3.17328 2.37793 -0.78
C -3.33673 0.97836 -0.04179 1.29
C -3.37546 1.47738 -1.33643 -0.46
C -4.57890 1.46520 -2.01826 -0.40
C -5.72356 0.96341 -1.40903 -0.85
C -5.67170 0.47591 -0.11238 -0.76
C -4.46830 0.47877 0.58140 -0.78
H -1.02129 3.32836 -0.68158 -0.29
H -1.41011 5.74242 -0.29307 0.50
H -2.46235 6.50537 1.80841 0.42
H -3.15750 4.86381 3.51872 0.46
H -2.79917 2.44008 3.11602 0.57
H -2.47854 1.86249 -1.80405 -0.03
H -4.62357 1.84676 -3.02948 0.46
H -6.65962 0.95181 -1.95090 0.42
H -6.56278 0.08457 0.35919 0.49
H -4.41074 0.09444 1.59158 0.42
```

Record 3
Formula: C55H69O4ScTe
Source: the OMol25 dataset
Level of theory: ωB97M-V/def2-TZVPD

## Properties
Lowest unoccupied orbital energy ... 0.018 Eh
Frontier orbital gap ... 7.666 eV
Highest occupied orbital energy ... -7.17 eV
2S+1 ... 1

XYZ file:
```
130
Properties=species:S:1:pos:R:3:mulliken_charge:R:1
Sc 0.27438 -1.93168 -0.13884 0.38
C 3.66193 -2.53736 -0.54707 -1.19
O 2.53706 -1.72956 -0.16097 0.33
C 2.82554 -0.37238 0.09165 0.06
C 2.92822 0.49764 -0.98569 0.21
C 2.71295 0.05686 -2.41779 -1.49
C 1.37862 0.42860 -3.03908 0.00
C 1.34141 0.93342 -4.33744 -0.29
C 0.14867 1.16484 -5.01103 -0.22
C -1.02842 0.84775 -4.33353 -0.41
C -1.03803 0.34219 -3.04157 -0.08
C -2.34401 -0.13289 -2.43308 -1.40
C -2.62169 0.27977 -1.00351 0.03
C -3.07386 1.55729 -0.73190 -0.59
C -3.34745 1.99490 0.56737 -0.09
C -3.14229 1.09863 1.60252 0.14
C -2.67754 -0.20043 1.38276 0.03
C -2.34391 -1.08535 2.57220 -1.43
C -1.05871 -0.61121 3.21786 0.28
C -1.08625 0.33839 4.22726 -0.80
C 0.07236 0.89658 4.76451 -0.34
C 1.28176 0.45891 4.24084 -0.38
C 1.35101 -0.49386 3.22675 0.38
C 2.68437 -0.85260 2.60154 -1.53
C 2.95845 0.04664 1.40682 0.25
C 3.26582 1.38627 1.61947 -0.40
C 3.40695 2.29759 0.58133 -0.09
C 3.22549 1.82686 -0.71745 -0.30
C 3.75482 3.75329 0.89853 2.25
C 3.83168 4.61318 -0.36284 -2.26
C 5.11496 3.80558 1.60713 -1.72
C 2.67941 4.34261 1.82247 -1.45
C 0.17454 -1.03847 2.72410 0.67
O 0.22892 -1.97239 1.74311 -1.28
C -0.03191 1.95595 5.86085 2.16
C -0.82132 3.15858 5.32570 -1.53
C -0.76485 1.37371 7.07625 -1.82
C 1.34231 2.44599 6.31430 -2.03
C -2.44943 -0.58453 0.07573 0.30
O -1.99340 -1.89004 -0.16847 0.27
C -3.00615 -2.84729 -0.53579 -0.94
C -3.84084 3.42396 0.79312 2.17
C -2.76222 4.40492 0.31151 -1.69
C -5.13098 3.65371 -0.00615 -1.78
C -4.12703 3.70716 2.26753 -2.09
C 0.18104 0.14988 -2.38863 0.43
O 0.20171 -0.35072 -1.13869 -0.01
C 0.08608 1.67738 -6.44978 2.13
C 1.47436 1.98801 -7.00856 -2.10
C -0.75363 2.95950 -6.50488 -1.67
C -0.56404 0.61088 -7.34147 -1.62
H 4.46434 -1.88589 -0.88723 0.45
H 3.33234 -3.19976 -1.34561 0.25
H 3.99147 -3.11809 0.31459 0.19
H 2.83690 -1.02497 -2.50178 0.34
H 3.49742 0.50505 -3.03071 0.51
H 2.28901 1.14083 -4.81986 0.52
H -1.98611 0.98521 -4.82691 0.45
H -2.37991 -1.22140 -2.52264 0.23
H -3.15280 0.25481 -3.05552 0.50
H -3.19748 2.23714 -1.56945 0.60
H -3.31545 1.40191 2.62724 0.38
H -2.25021 -2.12278 2.25870 0.22
H -3.15152 -1.02261 3.30348 0.85
H -2.05586 0.65496 4.59997 0.46
H 2.21407 0.86174 4.61753 0.61
H 2.69177 -1.89754 2.29778 0.20
H 3.47247 -0.71043 3.34283 0.84
H 3.36924 1.72145 2.64605 0.37
H 3.28639 2.50493 -1.56008 0.63
H 4.60793 4.26312 -1.04694 0.42
H 4.07390 5.64109 -0.08502 0.44
H 2.88151 4.62891 -0.90149 0.41
H 5.89062 3.34286 0.99311 0.36
H 5.08739 3.28187 2.56489 0.29
H 5.40032 4.84328 1.79732 0.48
H 1.70669 4.35948 1.32529 0.35
H 2.94028 5.36728 2.09941 0.49
H 2.57261 3.76409 2.74204 0.14
H -1.82361 2.86746 5.00523 0.30
H -0.31157 3.60437 4.46790 0.24
H -0.92531 3.92308 6.10040 0.50
H -1.79286 1.10046 6.83137 0.31
H -0.79624 2.10725 7.88575 0.46
H -0.26002 0.47765 7.44306 0.39
H 1.89792 2.90482 5.49267 0.24
H 1.94707 1.63516 6.72655 0.43
H 1.22073 3.20018 7.09459 0.44
H -3.93931 -2.31845 -0.71795 0.42
H -3.13129 -3.55681 0.28184 0.23
H -2.66820 -3.36711 -1.42874 -0.06
H -2.52217 4.25366 -0.74225 0.33
H -1.84104 4.27936 0.88522 0.35
H -3.10520 5.43558 0.43440 0.46
H -4.95667 3.58511 -1.08152 0.34
H -5.53073 4.64847 0.20570 0.48
H -5.89039 2.91503 0.25935 0.36
H -3.22619 3.61500 2.87960 0.33
H -4.88767 3.03406 2.67025 0.40
H -4.49634 4.72926 2.37414 0.47
H 1.98671 2.75168 -6.41854 0.41
H 1.37661 2.36410 -8.02917 0.44
H 2.10772 1.09883 -7.04269 0.39
H -0.30385 3.74504 -5.89332 0.37
H -1.76926 2.79364 -6.14138 0.32
H -0.82074 3.32037 -7.53468 0.46
H -0.01413 -0.33060 -7.28277 0.36
H -0.57228 0.94137 -8.38335 0.45
H -1.59555 0.41434 -7.04249 0.32
C -0.81314 -9.74895 0.20694 -1.47
C -0.59941 -8.34762 -0.30233 0.54
C -1.30656 -7.85745 -1.38721 -1.03
C -1.09707 -6.57144 -1.88740 0.83
C -1.89893 -6.12625 -3.08264 -1.63
C -0.14057 -5.74718 -1.27780 0.22
Te 0.25967 -3.85934 -2.17454 0.00
C 0.56859 -6.21525 -0.15927 1.06
C 1.59485 -5.38322 0.56573 -0.99
C 0.32571 -7.50515 0.30155 -1.11
H -1.62572 -10.24283 -0.32527 0.35
H -1.05595 -9.75099 1.27104 0.34
H 0.08590 -10.35504 0.07818 0.32
H -2.04667 -8.49009 -1.86783 0.24
H -2.68450 -6.84826 -3.30727 0.37
H -1.26766 -6.01917 -3.96752 0.33
H -2.35816 -5.15095 -2.91462 0.23
H 1.20802 -4.39872 0.83470 0.04
H 2.47912 -5.22487 -0.05606 0.27
H 1.90452 -5.87208 1.48948 0.37
H 0.87762 -7.86069 1.16701 0.34
```